Below is a single C20H28F3N3OS molecule, with properties calculated with the ωB97M-V functional and the def2-TZVPD basis.

HOMO-LUMO gap = 8.418 eV
Lowest unoccupied orbital energy = 0.541 eV
Structure (SMILES) = CSCCC(=O)N1CCC[C@H](N2CCN(c3cccc(C(F)(F)F)c3)CC2)C1

The geometry in ORCA input format:
```
! RIJCOSX wB97M-V def2-TZVPD def2/J DEFGRID3
* xyz 0 1
C -5.13 1.11 2.79
H -6.16 1.43 2.94
H -4.51 1.48 3.60
H -5.06 0.03 2.73
S -4.49 1.85 1.27
C -5.78 1.34 0.08
C -5.89 -0.18 -0.10
C -4.56 -0.89 0.14
O -4.40 -1.55 1.15
N -3.60 -0.80 -0.80
C -3.63 -0.02 -2.01
H -4.64 0.31 -2.24
C -2.68 1.18 -1.90
C -1.27 0.70 -1.58
H -0.61 1.56 -1.44
H -0.88 0.11 -2.42
C -1.30 -0.16 -0.30
N -0.03 -0.66 0.17
C 0.73 0.32 0.93
H 0.22 0.49 1.89
C 2.14 -0.19 1.20
N 2.86 -0.32 -0.05
C 4.22 -0.21 -0.12
C 5.01 -0.27 1.03
C 6.39 -0.14 0.93
C 7.03 0.03 -0.28
C 6.24 0.08 -1.43
C 4.87 -0.03 -1.35
H 4.30 0.04 -2.26
H 6.71 0.22 -2.39
H 8.10 0.13 -0.34
C 7.17 -0.21 2.21
F 6.77 0.71 3.11
F 8.49 -0.03 2.05
F 7.03 -1.40 2.83
H 4.58 -0.43 2.00
C 2.05 -0.63 -1.20
H 1.75 0.28 -1.74
C 0.80 -1.40 -0.75
H 1.13 -2.32 -0.26
H 0.22 -1.69 -1.63
H 2.62 -1.26 -1.89
H 2.66 0.53 1.84
H 2.09 -1.15 1.73
H 0.81 1.29 0.42
H -1.71 0.46 0.51
C -2.28 -1.33 -0.51
H -2.35 -1.92 0.40
H -1.96 -1.97 -1.34
H -2.69 1.74 -2.84
H -3.02 1.83 -1.10
H -3.29 -0.67 -2.84
H -6.57 -0.58 0.65
H -6.29 -0.41 -1.08
H -5.50 1.84 -0.84
H -6.73 1.75 0.43
*
```

Now the natural (NBO) charges, all in e: -0.75, 0.21, 0.23, 0.25, 0.17, -0.52, -0.52, 0.71, -0.65, -0.45, -0.21, 0.21, -0.40, -0.43, 0.21, 0.19, -0.04, -0.46, -0.20, 0.21, -0.22, -0.42, 0.20, -0.29, -0.05, -0.26, -0.18, -0.26, 0.21, 0.22, 0.23, 0.96, -0.33, -0.32, -0.33, 0.23, -0.22, 0.18, -0.23, 0.20, 0.21, 0.21, 0.22, 0.19, 0.17, 0.22, -0.22, 0.26, 0.18, 0.21, 0.21, 0.19, 0.24, 0.22, 0.22, 0.22